Molecular formula: C24H69N6O9
Method: DFT, ωB97M-V/def2-TZVPD

Summary:
Relative energy (zero: lowest compared OMol25 entry of this formula, charge and spin) (kcal per mole): 113.5
Charge: +5

Geometry (Å):
C1 6.68 7.17 8.02
C2 7.46 7.84 9.17
C3 8.90 8.14 8.77
O1 9.66 8.57 9.90
C4 11.08 8.56 9.68
N1 6.86 9.20 9.52
H1 6.68 9.73 8.67
H2 5.93 9.13 9.95
H3 7.44 9.79 10.16
H4 6.61 7.81 7.15
H5 5.64 7.03 8.31
H6 7.07 6.16 7.84
H7 7.44 7.23 10.08
H8 8.87 8.87 7.95
H9 9.26 7.19 8.35
H10 11.38 7.55 9.42
H11 11.65 8.87 10.56
H12 11.15 9.35 8.96
C5 15.60 15.86 9.90
C6 14.46 15.93 10.95
C7 13.63 14.64 10.99
O2 12.80 14.55 12.19
C8 11.63 15.37 12.05
N2 15.11 16.12 12.30
H13 15.86 15.44 12.34
H14 15.52 17.06 12.43
H15 14.41 15.96 13.05
H16 16.14 14.93 9.90
H17 16.25 16.72 10.07
H18 15.08 15.88 8.94
H19 13.81 16.78 10.75
H20 14.30 13.78 10.99
H21 12.99 14.64 10.09
H22 10.79 14.95 12.60
H23 11.19 15.57 11.07
H24 11.75 16.39 12.44
C9 8.71 13.77 7.00
C10 9.06 13.08 8.31
C11 10.45 12.50 8.35
O3 11.29 13.62 8.07
C12 12.05 13.40 6.86
N3 9.11 14.12 9.42
H25 9.20 13.59 10.33
H26 9.97 14.63 9.16
H27 8.26 14.69 9.38
H28 9.16 14.76 6.90
H29 7.62 13.93 6.98
H30 8.88 13.15 6.13
H31 8.34 12.33 8.60
H32 10.44 11.71 7.57
H33 10.68 12.11 9.36
H34 11.35 13.26 6.04
H35 12.66 12.51 7.01
H36 12.62 14.30 6.68
C13 6.61 8.10 15.89
C14 6.39 7.51 14.51
C15 7.52 7.92 13.60
O4 8.73 7.40 14.12
C16 9.76 7.32 13.16
N4 6.46 5.98 14.63
H37 6.24 5.53 13.75
H38 7.46 5.85 14.87
H39 5.85 5.66 15.37
H40 6.83 9.15 15.73
H41 7.50 7.66 16.37
H42 5.68 8.04 16.44
H43 5.43 7.78 14.05
H44 7.55 9.01 13.65
H45 7.39 7.45 12.61
H46 10.16 8.33 13.05
H47 9.46 7.15 12.13
H48 10.55 6.65 13.50
C17 13.29 10.68 12.52
C18 12.61 11.29 13.78
C19 12.14 10.22 14.72
O5 11.54 10.91 15.81
C20 11.16 9.97 16.86
N5 13.61 12.08 14.64
H49 14.57 11.71 14.63
H50 13.63 13.08 14.45
H51 13.21 11.93 15.59
H52 13.57 11.50 11.84
H53 12.51 10.18 11.97
H54 14.24 10.18 12.76
H55 11.80 11.99 13.54
H56 12.98 9.59 15.04
H57 11.40 9.63 14.19
H58 10.34 9.36 16.44
H59 10.87 10.59 17.68
H60 12.04 9.39 17.17
C21 8.82 12.47 17.31
C22 8.66 12.22 15.85
O6 8.28 11.20 15.35
N6 9.22 13.38 14.96
H61 10.22 13.48 15.02
H62 9.06 13.04 14.00
C23 8.44 14.66 15.18
H63 8.11 13.26 17.59
H64 9.84 12.80 17.52
H65 8.62 11.59 17.93
H66 8.84 15.00 16.13
H67 7.35 14.55 15.20
H68 8.70 15.44 14.46
O7 9.95 10.69 11.95
C24 9.02 11.71 11.66
O8 8.08 11.46 10.87
O9 9.25 12.82 12.15
H69 9.67 9.92 11.40


Molecular formula: C24H71BBrNO13P3
Method: DFT, ωB97M-V/def2-TZVPD

Summary:
Charge: +1

Geometry (Å):
N1 -1.28 1.05 3.79
B1 -0.19 0.18 4.09
O1 0.99 0.13 3.48
P1 -0.34 -1.22 5.53
P2 0.18 -3.16 4.45
O2 -0.40 -4.38 5.33
Br1 -1.40 -2.75 3.01
P3 0.98 -0.99 7.29
O3 2.29 -0.53 6.88
O4 0.20 -0.05 8.30
O5 0.99 -2.45 7.93
H1 -1.39 1.82 4.44
H2 -2.18 0.58 3.73
H3 0.96 0.61 2.63
H4 -1.66 -1.15 6.01
H5 -0.01 -4.44 6.22
H6 -0.73 -0.25 8.46
H7 0.14 -2.78 8.25
C1 -2.17 -2.04 -0.64
C2 -2.02 -0.57 -0.29
C3 -1.82 0.29 -1.52
O6 -0.91 -0.38 0.61
H8 -1.27 -2.40 -1.15
H9 -2.31 -2.64 0.26
H10 -3.03 -2.21 -1.30
H11 -2.91 -0.24 0.25
H12 -0.90 -0.02 -2.03
H13 -1.71 1.34 -1.24
H14 -2.65 0.20 -2.23
H15 -0.12 -0.67 0.14
C4 0.60 -3.69 -3.96
C5 0.86 -2.25 -3.56
C6 1.21 -1.39 -4.77
O7 1.91 -2.18 -2.59
H16 1.49 -4.13 -4.41
H17 0.35 -4.29 -3.08
H18 -0.22 -3.76 -4.67
H19 -0.02 -1.84 -3.07
H20 2.12 -1.76 -5.25
H21 1.39 -0.36 -4.47
H22 0.40 -1.40 -5.51
H23 2.71 -2.54 -2.99
C7 1.68 2.22 -1.52
C8 3.12 1.78 -1.64
C9 3.62 1.87 -3.08
O8 3.25 0.45 -1.14
H24 1.04 1.57 -2.12
H25 1.34 2.15 -0.49
H26 1.54 3.25 -1.85
H27 3.75 2.40 -1.00
H28 3.03 1.22 -3.73
H29 4.66 1.55 -3.14
H30 3.55 2.89 -3.46
H31 2.70 -0.12 -1.70
C10 6.89 1.81 -5.25
C11 6.02 1.83 -6.50
C12 6.65 2.67 -7.60
O9 4.71 2.31 -6.20
H32 7.00 2.82 -4.86
H33 6.43 1.19 -4.47
H34 7.88 1.41 -5.47
H35 5.87 0.81 -6.86
H36 6.76 3.70 -7.26
H37 6.02 2.67 -8.49
H38 7.64 2.29 -7.87
H39 4.79 3.21 -5.87
C13 6.05 0.31 9.36
C14 5.69 1.78 9.18
C15 4.38 2.12 9.88
O10 5.61 2.10 7.79
H40 5.27 -0.33 8.92
H41 6.99 0.09 8.86
H42 6.15 0.05 10.42
H43 6.49 2.40 9.58
H44 3.56 1.53 9.45
H45 4.14 3.17 9.74
H46 4.43 1.91 10.95
H47 4.91 1.56 7.40
C16 -5.70 -3.02 1.52
C17 -6.08 -1.74 0.78
C18 -7.58 -1.54 0.74
O11 -5.53 -1.75 -0.54
H48 -6.13 -3.89 1.01
H49 -4.62 -3.14 1.53
H50 -6.07 -3.01 2.54
H51 -5.61 -0.89 1.28
H52 -8.07 -2.36 0.21
H53 -7.83 -0.62 0.22
H54 -8.01 -1.49 1.75
H55 -5.94 -2.49 -1.01
C19 -11.06 -4.25 -2.05
C20 -9.89 -4.52 -1.11
C21 -9.63 -6.01 -0.95
O12 -10.12 -3.91 0.17
H56 -11.97 -4.70 -1.65
H57 -11.22 -3.18 -2.15
H58 -10.87 -4.67 -3.04
H59 -8.99 -4.03 -1.50
H60 -10.50 -6.50 -0.52
H61 -8.79 -6.18 -0.28
H62 -9.41 -6.47 -1.91
H63 -10.91 -4.32 0.54
C22 2.14 5.89 -3.70
C23 3.60 6.32 -3.66
C24 3.78 7.75 -4.13
O13 4.39 5.43 -4.46
H64 1.76 5.94 -4.73
H65 2.03 4.87 -3.36
H66 1.52 6.54 -3.08
H67 3.98 6.21 -2.64
H68 3.44 7.85 -5.16
H69 4.84 8.03 -4.09
H70 3.22 8.44 -3.51
H71 4.07 5.51 -5.36


Short version: HOMO-LUMO gap = 9.7035, 7.3072 eV, in the order given.
Short version: molar mass = 585.85, 765.46 g mol⁻¹, in the order given.